No. 1
The following is a quantum chemistry calculation of a structure of composition C36H56BaN6SbSi4, from the OMol25 dataset.

The total charge is +1. The calculation puts the LUMO energy at -3.157 eV.

Geometry as XYZ:
```
104
Properties=species:S:1:pos:R:3:mulliken_charge:R:1
Ba -0.72349 0.42839 -0.92667 0.80
C 0.06153 -3.16627 0.64118 -1.20
C -1.28695 -3.09950 -0.01330 0.60
C -2.17580 -4.17465 0.04049 -1.01
C -3.38716 -4.07692 -0.60199 -0.60
C -3.69199 -2.92397 -1.33011 -0.80
C -2.77405 -1.89704 -1.35261 0.39
N -1.59940 -1.98690 -0.67674 0.11
Sb -3.09866 -0.11615 -2.67114 0.55
C -3.44252 1.05020 -0.72624 0.66
C -4.76962 1.41933 -0.70858 -0.73
C -5.26220 2.04710 0.44108 -0.98
C -4.42813 2.27803 1.50657 -0.87
C -3.09408 1.86140 1.44159 0.62
C -2.16102 2.09524 2.58513 -1.70
N -2.63818 1.26032 0.34107 0.51
C -1.01799 -0.49542 -3.49154 0.06
C -1.07278 -0.60908 -4.86300 -0.68
C 0.05497 -1.09701 -5.53228 -0.76
C 1.16984 -1.45761 -4.81694 -0.76
C 1.16357 -1.33838 -3.42267 0.32
C 2.34133 -1.72911 -2.58486 -1.31
N 0.08572 -0.87353 -2.79793 0.33
H 0.60215 -4.05325 0.30563 0.50
H -0.03273 -3.23710 1.72799 0.41
H 0.67482 -2.29218 0.41708 -0.04
H -1.90200 -5.06746 0.58723 0.55
H -4.09140 -4.89829 -0.56670 0.45
H -4.62552 -2.85398 -1.87256 0.51
H -5.42890 1.24928 -1.55085 0.52
H -6.29792 2.36068 0.48094 0.46
H -4.77777 2.79192 2.39267 0.60
H -2.23325 3.13174 2.91751 0.61
H -1.12476 1.89638 2.31970 0.16
H -2.43383 1.45418 3.42537 0.27
H -1.95301 -0.32852 -5.42741 0.56
H 0.04517 -1.18678 -6.61096 0.45
H 2.05823 -1.82278 -5.31534 0.56
H 3.27448 -1.44550 -3.07249 0.51
H 2.35681 -2.81378 -2.44948 0.31
H 2.32089 -1.26665 -1.59847 -0.05
N 4.89546 -0.84742 1.43977 -0.04
C 4.79916 0.48037 1.08965 -0.86
C 3.48782 0.68154 0.79644 -0.36
N 2.77874 -0.49183 0.96016 0.21
C 3.65924 -1.38471 1.35031 -0.57
H 5.72552 -1.32509 1.74447 0.19
H 5.65268 1.13506 1.06924 0.45
H 3.01238 1.59485 0.47808 0.34
H 3.46052 -2.42055 1.57931 0.49
N 0.42910 -0.96670 3.41611 -0.29
C -0.90274 -0.89213 3.82571 0.10
C -1.95638 -1.13880 2.94697 0.30
C -3.27385 -1.11125 3.38344 -0.46
C -3.57257 -0.83904 4.70999 -0.74
C -2.52452 -0.59152 5.59097 -0.67
C -1.20834 -0.61470 5.16006 -0.46
H 1.10780 -0.58928 4.05725 0.26
H 0.66752 -0.75919 2.45819 0.00
H -1.76164 -1.33778 1.90313 0.56
H -4.07127 -1.29729 2.67232 0.43
H -4.59688 -0.82904 5.05749 0.41
H -2.73397 -0.37332 6.63068 0.39
H -0.40667 -0.41552 5.86203 0.35
C -1.65557 2.96178 -3.52852 -0.15
Si -0.95775 4.27456 -2.30716 0.27
C -0.65452 5.79838 -3.35796 -1.08
C -2.41310 4.67436 -1.17879 -0.93
Si 0.84711 3.39540 -1.16192 0.04
Si 2.49033 3.31793 -2.78942 0.46
C 3.16665 4.96408 -3.36677 -1.08
C 3.97070 2.30151 -2.23416 -0.91
C 1.80727 2.43184 -4.31169 -0.52
Si 1.34820 4.97393 0.45333 0.38
C 1.91955 6.63981 -0.17326 -1.06
C -0.17288 5.26886 1.52349 -0.78
C 2.69916 4.28936 1.56687 -1.06
H -2.70398 2.73359 -3.28891 0.41
H -1.06406 2.04212 -3.53660 -0.58
H -1.64231 3.33033 -4.55909 0.51
H -1.58644 6.22862 -3.73782 0.37
H -0.02010 5.55353 -4.21482 0.30
H -0.13635 6.57002 -2.78329 0.24
H -3.31987 4.83906 -1.77030 0.45
H -2.22287 5.57918 -0.59804 0.37
H -2.60819 3.87365 -0.45862 -0.04
H 3.73977 5.44828 -2.57192 0.27
H 2.36633 5.65009 -3.65306 0.27
H 3.83227 4.83531 -4.22671 0.37
H 4.48865 2.78091 -1.39702 0.24
H 4.69161 2.19034 -3.05138 0.45
H 3.67477 1.30365 -1.90061 -0.03
H 0.93007 2.94158 -4.71886 0.27
H 1.50858 1.40436 -4.07201 -0.28
H 2.56448 2.38333 -5.10162 0.50
H 1.18107 7.08327 -0.84572 0.23
H 2.85655 6.55658 -0.72829 0.26
H 2.08232 7.33427 0.65762 0.39
H -0.79672 6.06021 1.10251 0.33
H 0.10868 5.56608 2.53859 0.45
H -0.78531 4.36774 1.58940 -0.21
H 3.63150 4.15666 1.00635 0.27
H 2.41910 3.31523 1.97666 0.21
H 2.90604 4.96350 2.40438 0.48
```

=====

No. 2
The following is a quantum chemistry calculation of a cluster of 5 separate species, C36H56F14O20S2 in total, from the OMol25 dataset.

The calculation puts the LUMO energy at -2.056 eV.

Geometry as XYZ:
```
128
Properties=species:S:1:pos:R:3:mulliken_charge:R:1
C -1.47817 -1.88846 5.56292 -0.71
C -2.03711 -2.44046 4.26240 -0.52
C -1.70693 -1.71967 2.77881 0.03
S 0.13274 -1.94349 2.63828 1.46
O 0.97437 -1.00655 3.59216 -0.58
O 0.42430 -3.39177 3.20411 -0.60
C 0.92973 -1.86287 0.98046 0.64
F 1.97033 -2.96128 0.94367 -0.21
F 0.09602 -2.07583 -0.21075 -0.16
F 1.75240 -0.59557 0.93970 -0.23
C -2.28232 -0.21778 2.91978 -0.08
F -1.44797 0.70887 3.77645 -0.22
F -3.55276 -0.34342 3.73657 -0.33
C -2.79061 0.53404 1.51761 1.47
F -3.66928 1.60945 2.13988 -0.46
C -1.59057 1.39357 0.82942 -1.72
C -0.95149 0.86408 -0.56688 0.20
O -1.25168 1.88538 -1.62709 -0.21
C -0.02217 2.11763 -2.45052 -0.85
C 0.37666 0.85025 -3.41078 0.77
F -0.93116 0.20461 -3.80537 -0.34
F 1.12803 -0.24218 -2.68599 -0.30
C 1.30245 1.23309 -4.71437 0.52
F 2.69224 0.72592 -4.40700 -0.21
F 1.45151 2.68395 -4.96982 -0.30
C 0.85682 0.39856 -6.09371 0.63
F -0.42541 0.86607 -6.66881 -0.25
F 1.92519 0.74816 -7.10217 -0.30
C 0.95531 -1.23959 -5.90569 0.46
F -0.06049 -1.92098 -6.78994 -0.29
F 2.28711 -1.79965 -6.24089 -0.19
C -3.74266 -0.36702 0.55904 -0.18
C -5.30428 -0.58301 1.12573 -0.59
C -6.33563 -1.21248 0.02215 -0.49
C -6.03524 -2.68432 -0.55612 -0.22
O -5.86558 -2.57584 -2.03369 -0.60
O -3.98230 0.16692 -0.80882 -0.38
C -4.53500 1.49658 -0.85712 -0.14
C -4.50044 1.96706 -2.46396 -0.29
C -4.16947 3.59868 -2.61722 -0.90
O -3.08768 -1.67899 0.22885 -0.38
S -2.76393 -2.64113 1.55255 1.40
O -4.00874 -3.37627 2.18939 -0.62
O -1.88965 -3.86166 1.05397 -0.64
H -1.73748 -0.78146 5.88123 0.18
H -0.82665 -2.62860 6.22765 0.30
H -2.64222 -3.43321 4.38352 0.35
H -1.99759 2.49640 0.61036 0.34
H -0.65122 1.59423 1.54200 0.40
H -1.37856 -0.14013 -0.98811 0.00
H 0.23996 0.87690 -0.49278 0.70
H 0.89135 2.50372 -1.78844 0.36
H -0.30114 3.05095 -3.14080 0.41
H 0.69691 -1.60540 -4.80857 0.00
H -5.80197 0.47196 1.39642 0.39
H -5.35183 -1.18199 2.12894 0.52
H -7.40387 -1.24797 0.55596 0.44
H -6.50448 -0.48296 -0.90812 0.17
H -6.97127 -3.40946 -0.40278 0.29
H -5.10975 -3.26069 -0.15553 0.05
H -4.85757 -2.48999 -2.14831 0.35
H -5.68155 1.60023 -0.55501 0.45
H -3.97129 2.34385 -0.28560 -0.15
H -5.59612 1.83473 -2.89524 0.41
H -3.76057 1.29441 -3.07324 0.10
H -3.50852 3.74272 -3.60095 0.22
H -3.67735 4.05371 -1.65724 0.20
H -5.20140 4.14075 -2.87327 0.34
C 4.97669 -2.98190 -7.09356 -0.82
C 5.99027 -3.32528 -8.17139 -0.34
O 6.81042 -4.43333 -7.77932 -0.33
C 6.21786 -5.65210 -7.83394 0.75
O 5.07185 -5.88005 -8.18543 -0.55
O 7.11223 -6.57561 -7.39878 -0.33
C 6.57631 -7.89200 -7.29870 -0.62
H 5.47782 -2.80555 -6.13618 0.17
H 4.40856 -2.08841 -7.36773 0.30
H 4.26769 -3.80011 -6.93298 0.34
H 6.66094 -2.47206 -8.31856 0.32
H 5.50720 -3.52569 -9.13475 0.33
H 6.12931 -8.21306 -8.24565 0.29
H 5.83977 -7.93339 -6.49022 0.29
H 7.39502 -8.57520 -7.05611 0.22
C -4.11797 -3.31837 11.86478 -1.09
C -2.68897 -2.84843 11.65478 -0.17
O -2.55848 -2.11230 10.43200 -0.32
C -3.05705 -0.85107 10.44861 0.69
O -3.59149 -0.30092 11.39758 -0.56
O -2.88700 -0.31421 9.21370 -0.24
C -3.47277 0.97577 9.06228 -0.64
H -4.46565 -3.89173 10.99922 0.29
H -4.19173 -3.94393 12.75892 0.35
H -4.80556 -2.47489 11.98180 0.31
H -2.03276 -3.72115 11.56994 0.29
H -2.32764 -2.25442 12.50224 0.30
H -3.11351 1.66895 9.83041 0.30
H -4.56377 0.89511 9.09456 0.32
H -3.18372 1.36798 8.08323 0.17
C -0.40149 8.71387 1.65920 -1.11
C -0.61485 7.51295 0.75408 -0.16
O 0.08495 6.36216 1.24408 -0.34
C -0.46876 5.75143 2.32109 0.75
O -1.49256 6.08920 2.89256 -0.56
O 0.33155 4.71401 2.67518 -0.34
C -0.07885 4.05303 3.86883 -0.65
H 0.66741 8.90824 1.79513 0.29
H -0.87435 9.60510 1.23687 0.36
H -0.82124 8.54578 2.65594 0.32
H -0.20546 7.73340 -0.23750 0.30
H -1.67945 7.28833 0.62080 0.29
H -1.12122 3.72326 3.80320 0.26
H 0.06340 4.71521 4.72854 0.41
H 0.55286 3.17060 4.00360 0.20
C 5.65864 -0.78430 -2.86685 -1.04
C 7.06744 -0.99298 -3.39479 -0.18
O 7.61654 0.22782 -3.90692 -0.33
C 8.01184 1.13124 -2.97573 0.75
O 7.94499 0.99321 -1.76523 -0.56
O 8.46770 2.23301 -3.62411 -0.33
C 8.81112 3.30955 -2.75622 -0.62
H 5.02159 -0.33661 -3.63662 0.21
H 5.21973 -1.73476 -2.55024 0.37
H 5.64687 -0.10209 -2.01105 0.42
H 7.03675 -1.70069 -4.23004 0.21
H 7.72787 -1.42226 -2.63246 0.32
H 9.53093 2.99253 -1.99400 0.29
H 7.90751 3.71411 -2.28966 0.28
H 9.27241 4.09776 -3.35775 0.22
```

=====

Let's list max |F| in order: 0.10005 0.21888 Eh/bohr.
Let's list HOMO-LUMO gap in order: 5.0369 7.4580 eV.